13
Properties=species:S:1:pos:R:3:nbo_charge:R:1 method="wB97M-V/def2-TZVPD" lumo_ev=0.2 e_homo_ev=-9.4 orbital_gap_ha=0.3525 e_tot_ev=-21552.6272 de_lowest_kj_mol=317.1
S 0.984 1.935 -0.158 1.50
O -0.132 1.854 1.048 -0.92
O 2.326 1.922 0.382 -0.93
N -0.024 -0.652 0.604 -0.69
N -1.064 -0.452 -1.471 -0.12
N 0.105 -0.128 -1.653 -0.14
C 0.809 -0.029 -0.446 -0.14
C -1.261 -1.021 -0.144 -0.14
H -0.514 1.024 1.291 0.51
H -2.219 -0.570 0.239 0.21
H 0.571 -1.251 1.104 0.41
H 1.844 -0.488 -0.564 0.23
H -1.425 -2.144 -0.233 0.22